The following is a DFT calculation (ωB97M-V/def2-TZVPD) of the molecule C4H7Br2NOSi.

- F_max: 0.0854 hartree/bohr
- LUMO: 0.28 eV
- HOMO level: -11.0 eV
- SMILES: CCC[Si](Br)(Br)OC#N
- Gap between HOMO and LUMO: 0.4160 Eh

ORCA input file:
```
! RIJCOSX wB97M-V def2-TZVPD def2/J DEFGRID3
* xyz 0 1
C 3.07768 2.91462 0.11890
C -1.35187 0.05835 0.57154
C -0.19450 0.69233 1.26460
C 1.07017 0.16336 0.63698
N 2.66675 3.76526 -0.48642
O 3.53295 1.86579 0.71718
Si 2.70299 0.62068 1.56407
Br 2.28399 1.19949 3.65186
Br 4.34106 -0.79908 1.61662
H -1.59773 -0.96031 0.95093
H -2.29171 0.50957 0.79130
H -1.11454 -0.01387 -0.55631
H -0.29165 1.82267 1.29005
H -0.18640 0.29416 2.38966
H 1.22733 0.65381 -0.30932
H 0.96969 -0.99466 0.55227
*
```